[1]
Below is C30H29BrFN8O6Sm as an isolated structure, with properties calculated with ωB97M-V/def2-TZVPD.

- gap between HOMO and LUMO (alpha / beta) (eV) = 6.61 / 6.60
- largest force on an atom (Eh/bohr) = 0.029
- E_tot (eV) = -146454.84872
- <S²> = 8.7669

ORCA input file:
```
! wB97M-V def2-TZVPD RIJCOSX def2/J DEFGRID3
* xyz 0 6
Sm 0.393 -0.026 0.102
N -0.462 2.356 3.351
C -1.543 1.824 2.669
C -2.752 2.524 2.768
C -3.883 1.990 2.188
C -3.773 0.763 1.546
C -2.529 0.166 1.464
N -1.414 0.677 2.002
C 0.808 1.866 3.537
C 1.462 2.269 4.715
C 2.717 1.781 4.988
C 3.306 0.925 4.064
C 2.609 0.624 2.913
N 1.382 1.076 2.630
H -0.714 3.082 4.007
H -2.790 3.468 3.297
H -4.827 2.513 2.233
H -4.612 0.280 1.074
H -2.421 -0.767 0.919
H 0.951 2.926 5.405
H 3.221 2.048 5.904
H 4.284 0.512 4.241
H 3.039 -0.020 2.159
C 0.929 1.104 -4.423
O 2.061 0.420 -3.885
C 2.190 0.451 -2.560
O 1.488 1.105 -1.811
N 3.306 -0.201 -2.138
N 3.354 -0.551 -0.770
H 1.252 1.577 -5.348
H 0.566 1.849 -3.712
H 0.142 0.377 -4.631
H 3.704 -0.846 -2.815
H 4.282 -0.336 -0.409
H 3.128 -1.543 -0.651
Br 3.576 2.554 0.534
C 1.964 3.527 0.293
C 2.023 4.909 0.287
C 0.862 5.589 -0.052
C -0.251 4.851 -0.417
C -0.203 3.463 -0.324
N 0.886 2.806 0.081
C -1.373 2.597 -0.859
O -2.294 3.202 -1.389
O -1.212 1.361 -0.729
H 2.951 5.416 0.496
H 0.857 6.670 -0.056
H -1.153 5.313 -0.786
C -4.080 -2.628 -3.230
N -2.701 -2.426 -2.845
C -1.697 -2.761 -3.680
C -0.409 -2.510 -3.367
C -0.133 -1.853 -2.119
O 1.043 -1.560 -1.768
N -1.143 -1.539 -1.294
C -2.421 -1.846 -1.582
O -3.344 -1.663 -0.806
H -4.267 -3.665 -3.517
H -4.332 -1.974 -4.069
H -4.699 -2.370 -2.371
H -1.986 -3.238 -4.608
H 0.411 -2.778 -4.010
F -0.813 -6.510 -1.124
C -0.345 -5.418 -0.448
C -1.241 -4.563 0.171
C -0.754 -3.466 0.847
C 0.622 -3.169 0.899
C 1.103 -1.966 1.590
C 1.488 -4.090 0.288
C 1.016 -5.201 -0.384
H -2.301 -4.749 0.106
H -1.451 -2.803 1.346
H 2.160 -2.102 1.858
H 0.538 -1.833 2.526
H 2.558 -3.936 0.343
H 1.689 -5.905 -0.854
*
```



[2]
Below is C30H29CsN5O10PS3 as an isolated structure, with properties calculated with ωB97M-V/def2-TZVPD.

- gap between HOMO and LUMO (eV) = 6.95
- largest force on an atom (Eh/bohr) = 0.013
- E_tot (eV) = -101855.70052

ORCA input file:
```
! wB97M-V def2-TZVPD RIJCOSX def2/J DEFGRID3
* xyz -2 1
Cs 0.011 -0.541 -0.568
O -2.963 -5.432 3.771
C -2.444 -4.465 2.941
C -1.620 -4.791 1.878
C -1.120 -3.758 1.095
N -1.443 -2.486 1.322
C -2.258 -2.176 2.333
C -2.772 -3.144 3.188
C -2.672 -0.705 2.481
O -2.246 -0.103 3.485
O -3.401 -0.271 1.557
C -0.176 -4.118 -0.092
O -0.264 -5.292 -0.483
O 0.562 -3.198 -0.526
H -2.650 -6.284 3.450
H -1.363 -5.812 1.625
H -3.407 -2.869 4.019
N 4.689 1.483 -0.774
C 5.101 0.165 -0.774
C 6.303 -0.451 -1.103
C 6.337 -1.830 -1.001
C 5.215 -2.570 -0.596
C 4.022 -1.953 -0.269
C 3.981 -0.562 -0.351
N 2.924 0.298 -0.105
C 3.375 1.490 -0.379
C 2.577 2.713 -0.315
C 2.958 3.936 -0.779
S 1.669 5.037 -0.606
C 0.718 3.792 0.088
N 1.301 2.641 0.189
H 5.209 2.277 -1.100
H 7.165 0.112 -1.436
H 7.250 -2.355 -1.256
H 5.282 -3.649 -0.554
H 3.138 -2.516 0.010
H 3.863 4.217 -1.291
H -0.303 3.969 0.397
O -0.985 1.965 -7.448
S 0.423 1.760 -7.209
O 1.243 1.511 -8.371
N 1.044 2.959 -6.299
C 1.470 2.524 -5.133
S 2.147 3.426 -3.893
C 1.253 1.045 -4.920
C 1.540 0.275 -3.803
C 1.207 -1.073 -3.824
C 0.599 -1.638 -4.945
C 0.313 -0.868 -6.065
C 0.651 0.472 -6.020
H 2.009 0.740 -2.944
H 1.411 -1.694 -2.958
H 0.341 -2.690 -4.934
H -0.165 -1.296 -6.936
C -5.898 0.563 -0.332
C -4.633 0.792 -1.128
O -4.073 2.071 -0.784
P -2.492 2.046 -0.345
O -2.497 3.388 0.600
C -2.707 3.139 2.009
C -4.173 3.174 2.374
O -1.734 2.655 -1.641
C -2.108 3.825 -2.379
C -2.213 3.475 -3.846
H -6.354 -0.385 -0.626
H -6.616 1.367 -0.504
H -5.648 0.504 0.726
H -4.827 0.796 -2.204
H -3.916 -0.001 -0.897
H -2.155 3.927 2.527
H -2.282 2.170 2.290
H -4.629 4.126 2.092
H -4.279 3.030 3.451
H -4.703 2.362 1.879
H -1.322 4.569 -2.224
H -3.046 4.224 -1.985
H -1.260 3.091 -4.211
H -2.465 4.357 -4.436
H -2.982 2.718 -4.005
*
```



[3]
Below is C30H29F3GaO16S as an isolated structure, with properties calculated with ωB97M-V/def2-TZVPD.

- gap between HOMO and LUMO (eV) = 4.06
- largest force on an atom (Eh/bohr) = 0.017
- E_tot (eV) = -135704.93671

ORCA input file:
```
! wB97M-V def2-TZVPD RIJCOSX def2/J DEFGRID3
* xyz -1 1
C 4.548 1.928 0.122
C 4.949 2.348 -1.280
C 6.206 1.649 -1.810
Ga 6.285 -0.381 -1.657
S 7.788 -0.868 0.066
C 4.482 -1.304 -1.400
C 3.365 -0.613 -2.197
C 2.568 -1.558 -3.038
F 3.309 -2.225 -3.959
F 1.575 -0.915 -3.739
F 1.906 -2.510 -2.306
H 4.417 0.854 0.215
H 3.600 2.393 0.383
H 5.291 2.226 0.854
H 4.119 2.242 -1.972
H 5.144 3.425 -1.240
H 7.068 2.044 -1.274
H 6.344 1.931 -2.852
H 6.926 -0.981 -3.021
H 7.748 -2.199 0.157
H 4.608 -2.334 -1.720
H 4.212 -1.360 -0.349
H 3.801 0.078 -2.915
H 2.693 -0.069 -1.548
C 3.273 2.419 5.001
C 3.727 2.412 6.259
C 4.846 3.310 6.712
O 5.175 3.246 7.883
C 5.463 4.190 5.740
C 5.015 4.195 4.476
C 3.875 3.318 4.030
O 3.523 3.413 2.874
O 5.523 4.959 3.525
O 3.236 1.627 7.211
H 2.469 1.779 4.667
H 6.279 4.818 6.071
H 5.026 4.747 2.711
H 3.750 1.833 8.014
C -0.885 0.391 1.052
C -2.172 0.736 0.932
C -3.093 0.031 -0.032
O -4.259 0.385 -0.070
C -2.548 -1.025 -0.859
C -1.255 -1.369 -0.744
C -0.339 -0.686 0.237
O 0.808 -1.070 0.306
O -0.702 -2.323 -1.473
O -2.714 1.714 1.656
H -0.214 0.886 1.740
H -3.210 -1.514 -1.558
H 0.245 -2.386 -1.219
H -3.655 1.807 1.418
C -7.000 0.293 1.752
C -6.836 1.607 1.946
C -7.900 2.466 2.571
O -7.654 3.648 2.720
C -9.153 1.842 2.959
C -9.321 0.528 2.765
C -8.246 -0.333 2.155
O -8.488 -1.519 2.032
O -10.429 -0.123 3.086
O -5.732 2.263 1.609
H -6.239 -0.324 1.296
H -9.917 2.469 3.396
H -10.271 -1.055 2.841
H -5.886 3.195 1.857
C -1.806 -3.625 -4.266
C -3.093 -3.282 -4.388
C -4.024 -3.973 -5.342
O -5.184 -3.602 -5.371
C -3.492 -5.036 -6.176
C -2.202 -5.380 -6.062
C -1.275 -4.701 -5.086
O -0.130 -5.099 -5.041
O -1.633 -6.336 -6.780
O -3.645 -2.304 -3.674
H -1.140 -3.124 -3.577
H -4.164 -5.519 -6.871
H -0.702 -6.368 -6.487
H -4.579 -2.256 -3.948
*
```



[4]
Below is C30H29N10O2Tl as an isolated structure, with properties calculated with ωB97M-V/def2-TZVPD.

- gap between HOMO and LUMO (eV) = 6.87
- largest force on an atom (Eh/bohr) = 0.012
- E_tot (eV) = -55268.81552
- energy relative to the best compared isomer or geometry (same formula, charge and spin) (kcal/mol) = 27.6

ORCA input file:
```
! wB97M-V def2-TZVPD RIJCOSX def2/J DEFGRID3
* xyz 0 1
Tl -0.577 0.058 -0.559
C 4.805 -1.826 1.180
C 3.570 -2.309 0.776
C 2.434 -1.532 0.926
C 2.542 -0.278 1.521
C 3.786 0.217 1.926
C 4.911 -0.563 1.750
N 1.358 0.470 1.609
N 1.381 1.451 2.369
C 0.191 2.225 2.385
C -0.021 2.997 3.523
C -1.169 3.765 3.598
C -2.057 3.749 2.533
C -1.746 2.969 1.431
N -0.642 2.229 1.347
H 5.700 -2.407 1.003
H 3.497 -3.281 0.304
H 1.470 -1.874 0.568
H 3.853 1.211 2.342
H 5.885 -0.176 2.017
H 0.711 2.970 4.318
H -1.370 4.370 4.473
H -2.965 4.336 2.545
H -2.403 2.940 0.567
O -3.454 -6.231 3.024
C -2.717 -5.336 3.835
C -2.102 -4.267 2.976
C -1.649 -3.083 3.544
C -1.045 -2.144 2.726
N -0.885 -2.311 1.418
C -1.322 -3.443 0.868
C -1.933 -4.448 1.613
C -1.085 -3.595 -0.593
C -1.904 -4.382 -1.393
C -1.624 -4.495 -2.749
C -2.461 -5.384 -3.633
O -2.137 -6.756 -3.458
C -0.527 -3.808 -3.250
C 0.230 -3.033 -2.383
N -0.040 -2.925 -1.088
H -3.800 -6.939 3.575
H -1.910 -5.860 4.361
H -3.356 -4.866 4.590
H -1.759 -2.891 4.605
H -0.674 -1.209 3.135
H -2.259 -5.368 1.151
H -2.762 -4.893 -0.974
H -2.349 -5.083 -4.679
H -3.513 -5.294 -3.366
H -1.205 -6.883 -3.668
H -0.270 -3.858 -4.301
H 1.086 -2.467 -2.739
C -0.706 6.041 -2.359
C -1.240 4.666 -2.571
C -1.993 4.121 -3.585
C -2.163 2.760 -3.245
N -1.568 2.492 -2.096
N -1.023 3.657 -1.699
C -2.862 1.690 -4.015
H -1.005 6.687 -3.181
H 0.385 6.034 -2.313
H -1.082 6.476 -1.431
H -2.365 4.634 -4.457
H -0.432 3.666 -0.884
H -3.775 2.068 -4.473
H -3.117 0.860 -3.356
H -2.221 1.308 -4.811
N 5.823 -0.883 -1.582
C 4.819 -0.532 -2.043
N 3.723 -0.151 -2.683
C 2.667 0.193 -2.025
N 1.637 0.506 -1.567
*
```



[5]
Below is C30H29N2O3ScSi as an isolated structure, with properties calculated with ωB97M-V/def2-TZVPD.

- gap between HOMO and LUMO (eV) = 6.45
- largest force on an atom (Eh/bohr) = 0.025
- E_tot (eV) = -69278.41498
- energy relative to the best compared isomer or geometry (same formula, charge and spin) (kcal/mol) = 97.7

ORCA input file:
```
! wB97M-V def2-TZVPD RIJCOSX def2/J DEFGRID3
* xyz 0 1
Sc 0.323 -0.365 -0.116
C -2.079 2.290 1.553
C -2.059 2.478 0.177
C -2.487 1.465 -0.670
C -2.896 0.241 -0.143
C -2.906 0.054 1.236
C -2.515 1.086 2.080
H -1.749 3.082 2.214
H -1.719 3.417 -0.237
H -2.519 1.628 -1.736
H -3.283 -0.530 -0.798
H -3.265 -0.879 1.653
H -2.564 0.949 3.153
C 2.523 -0.457 4.826
C 3.427 -1.248 4.235
C 3.281 -1.716 2.874
C 2.181 -1.411 2.169
C 1.105 -0.520 2.707
C 1.310 0.069 4.126
N 1.881 -1.707 0.848
N 2.287 -2.770 0.325
C 1.704 -3.043 -0.905
C 2.265 -4.083 -1.656
C 1.648 -4.483 -2.822
C 0.476 -3.849 -3.223
C -0.047 -2.793 -2.485
C 0.517 -2.361 -1.287
H 2.654 -0.158 5.860
H 4.306 -1.566 4.782
H 4.069 -2.301 2.417
H -0.541 -1.521 3.093
H -0.743 0.532 4.437
H 3.189 -4.537 -1.319
H 2.065 -5.287 -3.414
H -0.032 -4.183 -4.120
H -0.935 -2.293 -2.860
O -0.415 -1.277 5.233
C 0.051 0.057 5.014
C 0.295 0.823 6.279
C 0.874 2.030 6.387
C 1.362 2.943 5.367
C 1.582 2.704 4.054
C 1.458 1.423 3.442
C 1.246 0.905 2.190
O 1.086 1.235 0.959
O -0.187 -1.040 2.328
H 0.163 -1.711 5.872
H -0.028 0.320 7.186
H 0.953 2.422 7.396
H 1.546 3.950 5.725
H 1.854 3.534 3.410
C 0.327 -0.794 -5.891
Si -0.650 0.597 -5.068
C -0.291 2.228 -5.937
C -2.501 0.218 -5.155
C -0.203 0.621 -3.282
C 0.035 0.480 -2.091
H 0.383 -0.669 -6.975
H -0.131 -1.764 -5.687
H 1.346 -0.825 -5.501
H -0.569 2.174 -6.992
H 0.772 2.471 -5.883
H -0.846 3.054 -5.487
H -2.830 0.096 -6.190
H -3.093 1.018 -4.707
H -2.727 -0.706 -4.618
*
```



[6]
Below is C30H30AsN4O6Tl as an isolated structure, with properties calculated with ωB97M-V/def2-TZVPD.

- gap between HOMO and LUMO (eV) = 5.84
- largest force on an atom (Eh/bohr) = 0.007
- E_tot (eV) = -115371.28371
- energy relative to the best compared isomer or geometry (same formula, charge and spin) (kcal/mol) = 57.0

ORCA input file:
```
! wB97M-V def2-TZVPD RIJCOSX def2/J DEFGRID3
* xyz -2 1
Tl 0.400 -0.221 0.123
C -3.389 0.406 -0.650
C -2.404 -0.485 -0.956
C -1.759 -0.907 0.284
C -2.480 -0.227 1.351
C -3.443 0.555 0.787
H -4.010 0.937 -1.359
H -2.108 -0.849 -1.929
H -1.459 -1.949 0.381
H -2.240 -0.304 2.401
H -4.110 1.221 1.322
O 1.570 0.482 -1.784
C 2.296 1.504 -2.043
C 3.414 1.368 -2.922
C 4.245 2.415 -3.224
C 4.024 3.688 -2.683
C 2.935 3.861 -1.854
C 2.059 2.818 -1.534
C 0.902 3.072 -0.686
N 0.040 2.193 -0.213
C -0.867 2.881 0.557
C -0.576 4.203 0.533
N 0.554 4.318 -0.257
H 3.587 0.381 -3.332
H 5.092 2.249 -3.882
H 4.689 4.514 -2.901
H 2.772 4.848 -1.430
H -1.640 2.357 1.089
H -1.035 5.054 1.004
H 1.039 5.165 -0.481
C 2.480 -0.584 4.143
As 2.108 0.702 2.713
C 3.578 1.519 1.697
C 2.185 2.235 4.057
O 0.493 0.980 2.302
H 3.416 -0.336 4.645
H 2.505 -1.606 3.778
H 1.656 -0.441 4.842
H 4.465 1.569 2.333
H 3.270 2.538 1.456
H 3.793 0.957 0.792
H 3.184 2.348 4.494
H 1.460 2.064 4.855
H 1.913 3.155 3.537
O -0.354 -2.926 -3.549
C 0.462 -2.594 -2.679
O 0.211 -2.086 -1.549
C 1.935 -2.907 -2.986
C 2.229 -3.906 -3.905
C 3.542 -4.271 -4.181
C 4.590 -3.615 -3.559
C 4.280 -2.599 -2.670
C 2.982 -2.242 -2.355
N 5.394 -1.866 -2.038
O 6.536 -2.234 -2.293
O 5.130 -0.933 -1.318
H 1.392 -4.388 -4.396
H 3.750 -5.066 -4.888
H 5.623 -3.863 -3.750
H 2.780 -1.439 -1.664
N 2.045 -0.815 1.341
C 2.891 -1.858 1.207
C 2.537 -3.058 0.532
C 3.415 -4.117 0.413
C 4.693 -4.073 0.970
C 5.060 -2.918 1.652
C 4.199 -1.842 1.767
H 1.560 -3.106 0.064
H 3.097 -4.996 -0.140
H 5.380 -4.903 0.863
H 6.055 -2.839 2.080
H 4.545 -0.943 2.263
*
```



Number 5 is which compound? C30H29N2O3ScSi



Which formula does entry 6 have? C30H30AsN4O6Tl



largest force on an atom of number 6 (C30H30AsN4O6Tl)? 0.007 Eh/bohr



Which formula does entry 1 have? C30H29BrFN8O6Sm